# 1
This record from the OMol25 dataset describes the ion C3H9N2O with charge +1 in a non-equilibrium geometry. The level of theory is the ωB97M-V functional and the def2-TZVPD basis.

XYZ file:
```
15
Properties=species:S:1:pos:R:3:forces:R:3:mulliken_charge:R:1
O 1.710870 -0.674879 0.306121 1.08 1.07 1.61 -0.51
N -0.463686 -0.837671 -0.581625 1.30 -1.97 1.25 -0.37
N 0.151741 1.044226 0.644027 2.77 0.42 -0.46 -0.13
C -1.178956 1.569904 0.226081 -1.39 0.46 4.27 -0.73
C -0.197714 -2.095431 -0.488947 -3.62 2.28 -1.31 -0.31
C 0.673163 -0.013524 -0.278969 0.04 -0.64 -4.57 0.09
H 2.096899 -1.507390 -0.032412 -0.71 1.01 -0.33 0.34
H 0.890018 1.788803 0.631392 -0.86 -0.57 0.34 0.38
H 0.299499 0.519493 1.496710 -0.86 0.41 1.19 0.39
H -1.097650 -2.654761 -0.605539 -0.24 -1.04 -0.11 0.27
H -1.454213 0.960859 -0.532306 -1.24 -1.57 -2.32 0.38
H -1.115623 2.579594 -0.096532 0.26 0.85 0.07 0.35
H -1.969241 1.428825 1.095661 1.85 0.46 -1.78 0.31
H 0.711563 -2.590123 -0.490188 1.75 -0.80 0.48 0.18
H 0.943329 0.482076 -1.293474 -0.11 -0.38 1.69 0.36
```
Positions in Å, forces in eV/Å.

Its total energy is -304.1331 Eh. As for the structure (SMILES): C=N[C@H](O)[NH2+]C. The value obtained for the HOMO-LUMO gap is 11.4 eV. The value obtained for the energy above the lowest of the compared OMol25 structures with the same formula, charge and spin is 73.6 kcal/mol. The total charge is +1.



# 2
This record from the OMol25 dataset describes a cluster of 4 separate species, C20H20N4 in total in a non-equilibrium geometry. The level of theory is the ωB97M-V functional and the def2-TZVPD basis.

XYZ file:
```
44
Properties=species:S:1:pos:R:3:forces:R:3:mulliken_charge:R:1
N -0.169166 4.010196 3.788281 -0.35 0.65 -0.58 -0.59
N -4.057719 -0.234530 -0.884165 0.13 -0.59 2.00 -0.56
N 2.834121 -4.269393 -0.884225 0.55 1.57 -0.22 -0.57
N 0.693221 0.417648 -0.995416 0.33 -1.27 -0.81 -0.29
C 3.498186 -3.960965 -2.031508 -0.14 0.62 1.67 -0.22
C -4.015417 2.044509 -0.160143 -0.02 -0.37 1.00 -0.46
C 2.980344 -3.385869 0.146426 0.48 0.12 -1.68 -0.21
C -0.621135 0.123715 -1.194392 2.14 0.02 -0.34 0.17
C 3.821400 -2.254132 0.079507 -0.85 -0.28 -0.35 -0.25
C -3.797027 -0.624724 0.409492 0.25 0.67 -1.60 -0.22
C -1.056579 -0.796969 -2.148435 0.47 -1.40 -0.68 -0.40
C 0.285670 4.206318 2.493177 -1.38 -2.50 2.38 -0.49
C -0.610623 2.821534 4.225260 1.88 -0.26 -2.16 -0.15
C -0.496542 1.653581 3.398062 -0.98 1.82 0.74 -0.70
C -0.184884 1.844477 2.058240 -0.19 -0.03 1.35 0.04
C -0.116241 -1.554193 -2.889683 1.70 2.34 1.41 -0.65
C 4.430331 -1.898596 -1.130515 0.09 -1.56 1.26 -0.36
C 4.306643 -2.813550 -2.165067 -0.23 -0.36 -0.35 -0.41
C -3.765611 1.608537 1.159969 0.09 1.42 -1.22 -0.19
C 0.255236 3.106954 1.642125 0.60 0.21 -0.61 -0.21
C 1.264756 -1.182964 -2.715533 -1.69 -0.58 -0.14 -0.21
C -3.670267 0.265944 1.457612 0.42 0.56 -0.27 -0.32
C -4.194176 1.078708 -1.118043 -0.20 -1.50 -0.21 -0.15
C 1.636746 -0.248006 -1.750712 -2.29 0.42 0.11 -0.64
H -4.472356 1.264801 -2.144872 0.15 0.53 -0.12 0.38
H -0.346531 0.996022 1.409872 0.67 0.16 -0.39 0.48
H -3.308207 -0.007391 2.437713 -0.32 -0.37 0.08 0.38
H 0.578681 5.217247 2.251159 0.21 -0.14 -0.16 0.39
H 5.084542 -1.039337 -1.139973 -0.03 0.09 -0.38 0.49
H -0.950770 2.757259 5.248282 -0.02 0.08 0.11 0.38
H 1.964130 -1.662380 -3.384444 0.39 -0.01 0.32 0.47
H -4.058898 3.081851 -0.457530 -0.01 0.12 0.30 0.39
H -3.542779 2.384036 1.877842 -0.09 -0.13 0.37 0.40
H 2.676787 -0.020763 -1.568853 -0.08 0.22 0.02 0.53
H -2.099875 -1.017282 -2.319924 -0.19 0.20 0.36 0.46
H 4.859816 -2.661270 -3.080057 -0.15 0.04 -0.23 0.38
H -3.526683 -1.654262 0.592153 -0.38 -0.30 -0.31 0.35
H 0.698832 3.165622 0.659188 -0.34 0.20 -0.35 0.44
H 3.922444 -1.618388 0.946699 -0.09 0.06 0.07 0.36
H -0.337441 -2.354424 -3.580418 -0.41 0.17 -0.04 0.42
H -0.776945 0.710244 3.842911 -0.08 -0.23 -0.30 0.40
H -1.255360 0.662823 -0.506249 -0.56 -0.01 -0.30 0.17
H 2.310438 -3.524817 0.982082 0.30 -0.30 0.31 0.38
H 3.328906 -4.637821 -2.855896 0.22 -0.10 -0.08 0.40
```
Positions in Å, forces in eV/Å.

Its total energy is -993.0732 Eh. As for the structure (SMILES): c1ccncc1.c1ccncc1.c1ccncc1.c1ccncc1. The value obtained for the HOMO-LUMO gap is 10.0 eV. The value obtained for the energy above the lowest of the compared OMol25 structures with the same formula, charge and spin is 71.9 kcal/mol.



# 3
This record from the OMol25 dataset describes the molecule C5H9NO. The level of theory is the ωB97M-V functional and the def2-TZVPD basis.

XYZ file:
```
16
Properties=species:S:1:pos:R:3:forces:R:3:mulliken_charge:R:1
O 1.190307 -1.286952 -2.131320 -0.14 0.04 0.40 -0.56
N -0.490837 0.440647 0.594063 0.03 -0.03 0.09 -0.23
C 1.695176 -1.470208 0.199992 0.06 -0.01 -0.01 -1.03
C 0.918768 -0.964117 -0.993663 0.03 -0.06 -0.21 0.19
C 0.149985 1.373829 -0.301709 0.14 0.25 -0.02 -0.46
C -0.212921 0.001365 -0.757825 -0.04 -0.08 -0.19 0.16
C -1.873349 0.711342 0.962010 -0.15 0.00 0.01 -0.85
H -1.027630 -0.079331 -1.478967 0.12 0.05 0.12 0.45
H 1.730722 -0.744724 1.015906 -0.03 -0.06 -0.15 0.36
H 1.191351 1.611366 -0.092752 -0.15 -0.02 0.00 0.22
H -0.438339 2.194707 -0.713439 0.06 -0.14 0.12 0.28
H -2.469440 -0.202714 0.883044 0.12 0.09 0.04 0.30
H 1.181251 -2.358792 0.586737 0.03 0.13 -0.05 0.27
H -2.344824 1.490516 0.342056 0.08 -0.17 0.00 0.31
H 2.698022 -1.762300 -0.118091 -0.15 0.03 0.02 0.33
H -1.898244 1.045367 2.003959 -0.01 -0.01 -0.17 0.28
```
Positions in Å, forces in eV/Å.

Its total energy is -325.8630 Eh. As for the structure (SMILES): CC(=O)[C@@H]1CN1C. The value obtained for the HOMO-LUMO gap is 10.3 eV. The value obtained for the energy above the lowest of the compared OMol25 structures with the same formula, charge and spin is 46.8 kcal/mol.



# 4
This record from the OMol25 dataset describes the molecule C3H3NOS3 in a non-equilibrium geometry. The level of theory is the ωB97M-V functional and the def2-TZVPD basis.

XYZ file:
```
11
Properties=species:S:1:pos:R:3:forces:R:3:mulliken_charge:R:1
S 1.652717 -1.827393 -0.258916 -0.84 0.08 0.04 -0.40
S 1.039107 1.043679 -1.181744 0.24 -0.48 -0.44 -0.08
S -1.670846 2.218893 -0.519910 0.01 -1.16 1.03 -0.25
O -1.267898 -1.398295 2.072201 5.71 -1.78 -1.23 -0.48
N 0.008212 0.242448 0.029593 -2.10 1.59 -1.12 -0.09
C -0.075303 -1.670109 1.617388 -6.22 0.42 1.96 0.04
C 0.329763 -0.975231 0.357141 4.03 -3.28 1.23 0.49
C -1.326381 0.802515 0.241981 -1.66 0.27 -0.16 0.04
H 1.804799 -0.116812 -1.601832 -1.37 1.29 1.01 0.16
H -2.257484 0.215382 0.862718 3.63 1.27 -1.68 0.27
H 0.634241 -2.515259 2.024421 -1.42 1.79 -0.64 0.30
```
Positions in Å, forces in eV/Å.

Its total energy is -1440.5400 Eh. As for the structure (SMILES): O=CC(=S)N(S)C=S. The value obtained for the HOMO-LUMO gap is 7.0 eV. The value obtained for the energy above the lowest of the compared OMol25 structures with the same formula, charge and spin is 77.3 kcal/mol.